[1]
{
  "formula": "C8H24O4",
  "method": "ωB97M-V/def2-TZVPD",
  "species": ["H", "H", "C", "C", "C", "H", "H", "H", "O", "C", "H", "H", "H", "H", "H", "H", "H", "H", "H", "H", "H", "H", "H", "H", "O", "H", "H", "O", "H", "C", "C", "H", "C", "C", "H", "O"],
  "positions_angstrom": [[5.189400, -1.313396, -3.568971], [0.725840, 3.414444, 4.181889], [-4.466690, 0.837444, -2.077631], [-0.214190, 2.958744, 4.492959], [-5.222320, -0.444396, -1.530961], [-0.403840, -2.749146, -1.197101], [0.400910, -3.519566, 1.108959], [-1.487570, -3.826906, -0.448251], [5.609760, 0.516284, -2.834781], [-0.303880, -2.691166, 1.037369], [4.665120, -1.496356, -1.242581], [-4.860450, -0.761856, -0.553021], [6.354360, -0.958136, -0.886091], [-1.624290, -1.913866, -0.513241], [-1.014470, -2.751976, 1.861649], [-3.584250, 0.596434, -2.670341], [-0.670680, 3.091724, 1.530739], [-2.143460, 2.539244, 3.443259], [-6.239440, -0.095856, -1.351841], [6.884770, -0.902296, -3.504461], [-5.202970, -1.306226, -2.198021], [0.016050, 1.952084, 4.841869], [-0.531340, 3.482854, 5.394539], [-5.130230, 1.563524, -2.547331], [0.549300, -1.563676, 1.010649], [-1.277990, 4.046584, 3.165619], [-3.176600, 1.917594, -1.021191], [-4.012690, 1.475924, -0.855401], [0.092410, -0.811326, 1.393829], [-1.151180, 2.977614, 3.336869], [5.949500, -0.838946, -2.948271], [6.031630, 1.016814, -3.536991], [5.709610, -1.531396, -1.552261], [-1.062220, -2.830046, -0.332181], [6.055560, -2.558816, -1.665551], [-0.453470, 2.478034, 2.236289]],
  "atomic_forces_ev_per_a": [[0.021, -0.159, -0.599], [-0.024, -0.019, -0.062], [0.162, -0.986, 2.212], [0.602, -0.750, 1.381], [-0.066, 1.278, -0.693], [0.841, -0.225, 0.303], [-0.253, -0.297, 0.221], [-0.879, 0.406, 0.209], [-0.088, 1.064, 0.389], [0.259, -0.764, -2.105], [0.146, 0.148, -0.213], [0.459, 0.230, -0.193], [-0.188, -0.404, 0.556], [-1.114, -0.498, 0.355], [0.110, 0.342, 0.160], [-0.268, -0.076, -0.330], [0.245, -0.381, -0.381], [0.111, -0.325, 0.315], [-0.216, -0.435, -0.126], [0.461, -0.665, 0.789], [-0.141, 0.201, -0.150], [0.065, -0.198, -0.184], [-0.419, 0.199, -0.183], [-0.034, -0.430, -0.499], [-0.295, 0.376, 0.489], [-0.637, 0.242, -0.113], [-0.032, 0.078, -0.051], [0.157, 0.126, -0.164], [-0.001, 0.200, -0.025], [-0.001, 1.666, 0.418], [-1.974, -0.873, 0.272], [-0.064, -0.023, 0.008], [1.751, 0.969, -1.578], [1.323, 0.521, 0.398], [-0.071, -0.053, 0.379], [0.054, -0.485, -1.202]],
  "orbital_gap_ev": 10.4,
  "total_charge": 0,
  "relative_energy_ev": 2.006,
  "multiplicity": 1
}

[2]
{
  "formula": "C8H24O4",
  "method": "ωB97M-V/def2-TZVPD",
  "species": ["O", "H", "H", "H", "O", "H", "H", "H", "C", "H", "H", "H", "H", "H", "C", "C", "O", "H", "H", "H", "C", "C", "H", "H", "H", "H", "H", "H", "C", "H", "C", "O", "H", "H", "C", "H"],
  "positions_angstrom": [[-9.289688, -6.706149, -13.011373], [-5.504875, -5.018209, -12.243041], [-13.126712, -5.557789, -10.520400], [-6.606268, -6.342391, -11.936834], [-13.715686, -5.926627, -7.987561], [-12.408081, -10.177332, -13.203086], [-10.892033, -3.890535, -13.548792], [-11.337189, -5.622162, -10.441855], [-4.590965, -6.872087, -12.723591], [-4.165360, -7.114400, -11.749809], [-13.828891, -6.578195, -7.291681], [-12.219392, -8.600736, -13.839491], [-12.541340, -7.316325, -9.051384], [-9.166682, -4.316369, -13.776788], [-12.492706, -6.290093, -8.687275], [-11.642236, -9.461302, -13.501239], [-10.819278, -9.169472, -12.455624], [-10.222427, -10.786071, -14.376145], [-10.211343, -9.186861, -15.093509], [-9.835738, -4.317408, -12.267347], [-10.448175, -6.084370, -13.380333], [-5.820279, -5.995748, -12.607777], [-11.255412, -6.264925, -12.670488], [-4.747259, -7.805208, -13.264841], [-11.609790, -6.172669, -8.058978], [-9.428989, -7.618223, -12.746204], [-10.924214, -9.930193, -11.879518], [-12.268991, -4.302473, -9.621208], [-12.248636, -5.353979, -9.907585], [-11.595092, -10.349915, -15.390577], [-10.100744, -4.593356, -13.287999], [-6.342427, -6.063122, -13.900355], [-7.274627, -6.167900, -13.696330], [-3.859582, -6.271069, -13.263924], [-10.862452, -9.959342, -14.684331], [-10.812576, -6.198793, -14.401227]],
  "atomic_forces_ev_per_a": [[1.749, -1.218, 0.040], [-0.172, 0.438, -0.347], [0.154, 0.363, -0.553], [0.289, -0.280, 0.471], [1.069, -0.169, -0.781], [-0.024, -0.292, -0.004], [-0.097, -0.254, -0.399], [-0.039, 0.046, 0.135], [0.679, 0.119, 1.018], [0.154, 0.020, 0.106], [-0.083, 0.006, 0.097], [0.084, 0.457, 0.305], [-0.070, -0.114, 0.080], [-0.193, -0.312, -0.750], [0.379, 1.106, -0.396], [-1.483, -0.137, -2.154], [0.877, 0.351, 2.068], [0.036, -0.123, -0.040], [-0.223, 0.024, -0.193], [-0.255, -0.299, 0.431], [-0.930, 2.885, 0.085], [0.823, -1.296, 0.279], [-0.205, -0.321, -0.100], [-0.312, 0.164, 0.027], [-0.128, -0.239, 0.517], [-0.332, -0.300, -0.031], [0.556, 0.277, 0.477], [0.190, -0.091, 0.038], [-1.449, -0.909, 0.861], [0.305, 0.166, -0.480], [0.205, 0.727, 0.932], [-1.213, 0.990, -0.521], [-0.619, 0.026, -0.892], [0.178, -0.225, -0.114], [-0.061, -0.652, 0.019], [0.162, -0.935, -0.232]],
  "orbital_gap_ev": 10.0,
  "total_charge": 0,
  "relative_energy_ev": 1.290,
  "multiplicity": 1
}

[3]
{
  "formula": "C8H24O4",
  "method": "ωB97M-V/def2-TZVPD",
  "species": ["C", "O", "H", "O", "H", "C", "C", "C", "H", "H", "H", "H", "C", "H", "C", "C", "O", "H", "H", "H", "H", "H", "H", "H", "H", "H", "H", "H", "H", "O", "H", "H", "H", "H", "C", "H"],
  "positions_angstrom": [[3.691992, 0.164239, -0.792309], [1.960722, -3.032535, 0.396246], [5.803001, -0.113140, 0.734832], [5.328983, 0.701808, 0.921156], [3.402634, 1.365476, 0.842622], [3.950062, 0.433106, 0.683238], [0.183753, -0.551210, -1.867138], [1.056782, -2.573844, 1.424668], [-6.191599, 4.301804, 0.465145], [-0.649345, 1.448054, -1.803680], [4.161959, -0.768230, -1.122778], [0.710327, -1.183077, -1.144132], [-0.354149, 0.645893, -1.112077], [0.201422, -2.103757, 0.927152], [-3.914691, 2.132819, -0.301880], [0.634300, -3.729766, 2.290369], [-1.432026, 0.239169, -0.297562], [4.082970, 0.983386, -1.392621], [1.426728, -3.597245, -0.170160], [-0.643502, -1.146706, -2.250707], [3.545768, -0.341509, 1.334517], [-2.000918, 0.994292, -0.126805], [0.325333, -4.635020, 1.765846], [-0.232845, -3.462979, 2.907419], [2.627356, 0.033500, -0.984792], [-2.965725, 2.649034, -0.131193], [0.476429, 1.092521, -0.542345], [1.577657, -1.787895, 1.964658], [0.913052, -0.255559, -2.617591], [-5.435466, 3.731955, 0.629555], [-5.879895, 2.496310, -0.988247], [-4.166309, 1.460464, 0.516555], [-3.774066, 1.549043, -1.216153], [-4.788100, 3.788352, -1.367018], [-5.056440, 3.090155, -0.561693], [1.423846, -4.018907, 2.986903]],
  "atomic_forces_ev_per_a": [[0.109, -0.838, 0.011], [-0.099, 0.323, 0.254], [0.137, -0.019, 0.004], [-0.320, -0.151, 0.235], [0.225, -0.008, 0.695], [-0.223, 0.840, -1.002], [-0.008, -0.262, 0.859], [0.012, -0.353, -1.133], [0.016, -0.007, -0.039], [-0.251, -0.214, -0.051], [0.076, 0.074, 0.009], [0.008, -0.080, -0.160], [0.529, 0.623, -0.547], [-0.100, 0.006, 0.211], [-0.012, 0.126, -0.512], [-0.417, -0.047, 1.201], [0.045, -0.147, 0.160], [-0.029, 0.055, -0.001], [0.166, -0.077, -0.117], [0.079, 0.132, -0.403], [0.087, -0.109, 0.031], [0.112, -0.077, 0.082], [0.141, 0.194, -0.435], [0.128, 0.133, -0.034], [-0.007, 0.145, 0.045], [-0.174, 0.158, 0.333], [-0.224, -0.128, 0.277], [0.076, -0.105, 0.199], [-0.182, -0.043, -0.230], [0.063, 0.179, 0.267], [-0.084, 0.077, 0.273], [0.137, 0.010, 0.063], [-0.044, -0.137, 0.112], [0.126, 0.177, 0.278], [-0.175, -0.436, -0.801], [0.076, -0.015, -0.134]],
  "orbital_gap_ev": 10.9,
  "total_charge": 0,
  "relative_energy_ev": 0.931,
  "multiplicity": 1
}